Record 1
C6H6N2OS | ωB97M-V with the def2-TZVPD basis set

Geometry as XYZ:
```
16
Properties=species:S:1:pos:R:3:lowdin_charge:R:1
S 1.92 1.09 -2.59 0.498
O -0.67 -2.05 -0.51 0.065
N -0.36 -0.64 -0.63 -0.030
N -1.91 0.30 2.76 0.166
C 0.28 -0.03 0.43 -0.242
C -0.15 0.15 -1.70 -0.149
C 0.84 1.14 0.07 -0.016
C -0.97 -0.14 2.28 -0.240
C 0.53 1.37 -1.36 -0.699
C 0.23 -0.74 1.75 -0.066
H -0.03 -1.80 1.61 0.130
H -1.33 -2.30 -1.17 0.135
H -0.79 0.26 -2.50 0.107
H 1.44 1.74 0.67 0.111
H -0.03 2.28 -1.53 0.119
H 1.00 -0.62 2.43 0.111
```

Properties
**Multiplicity**: 1
**Net charge**: 0
**E**: -814.99806 a.u.
**HOMO-LUMO gap (alpha / beta)**: 7.51 / 7.52 eV

Record 2
C6H6N2S | ωB97M-V with the def2-TZVPD basis set

Geometry as XYZ:
```
15
Properties=species:S:1:pos:R:3:lowdin_charge:R:1
S 4.61 0.60 0.04 0.547
N 3.52 -0.47 0.05 -0.714
N 0.17 -0.53 0.05 0.033
C -2.16 0.92 0.00 -0.085
C 2.78 -1.38 -0.10 0.056
C -2.19 -0.47 0.05 -0.033
C -1.01 1.57 -0.04 -0.052
C 0.15 0.78 -0.03 -0.105
C -0.99 -1.19 0.04 -0.106
H -3.01 1.57 0.05 0.108
H -1.05 2.60 -0.05 0.089
H -0.84 -2.20 0.09 0.081
H 1.08 1.14 0.10 0.061
H -3.07 -0.92 0.18 0.063
H 2.02 -2.03 -0.43 0.057
```

Properties
**Multiplicity**: 1
**Net charge**: 0
**E**: -739.82087 a.u.
**HOMO-LUMO gap**: 8.92 eV
**Structure (SMILES)**: C#[N+][S-].c1ccncc1

Calculated max |F|, 2.87 5.87 eV/A (same order as the records).
Calculated molecular weight, 154.2 138.2 g mol⁻¹ (same order as the records).
Calculated energy above the lowest of the compared OMol25 structures with the same formula, charge and spin, 98.8 48.4 kcal/mol (same order as the records).